Computed, not measured: C25H45AuClP2 as an isolated structure in a non-equilibrium geometry, with ωB97M-V/def2-TZVPD.

Last column: Löwdin spin population.
Positions of all 74 atoms, in Å:
C  -2.038755  1.803409  -4.485348  0.000
P  2.767203  3.303717  1.495683  0.000
H  2.879814  2.966379  -0.945532  0.000
H  0.993316  3.000345  -3.899912  0.000
H  -0.856736  -0.912085  -4.716462  0.000
C  1.520962  -3.601334  1.832124  0.046
H  2.526645  -3.353640  1.474111  0.005
C  0.880720  1.041847  -3.022572  0.000
H  -1.064720  1.816733  0.651780  0.000
H  -2.701005  -3.273628  -3.555065  0.000
H  -2.455526  2.818808  -4.478510  0.000
H  4.764309  4.613060  1.585213  0.000
H  3.606462  -2.620816  4.455878  0.020
H  0.550029  0.606836  5.783294  0.002
Cl  -3.047417  2.826266  -0.107367  0.000
C  -2.848384  -3.240968  -2.466958  0.000
C  -0.344910  -2.225436  2.969904  0.322
H  -1.428614  0.401056  4.868244  0.006
C  0.369238  2.105945  -3.840586  0.000
H  -2.635566  1.218401  -5.195164  0.000
H  0.860268  -3.711546  0.965157  0.005
C  -2.050300  -0.253503  -3.072311  0.000
C  4.516313  3.676778  1.067447  0.000
H  2.114146  1.527926  3.004110  0.001
C  -1.507908  -2.846675  2.304959  0.046
P  -3.218396  -1.552614  -1.854825  0.000
H  2.262309  0.422251  5.329672  0.008
H  3.741257  -2.058330  2.783382  0.005
H  2.906656  0.826369  1.572662  0.000
H  3.684691  -0.883939  4.115784  0.004
H  0.931132  4.183605  -1.317775  0.000
H  1.582667  -4.584636  2.323335  0.020
H  3.894141  1.618122  2.851401  0.000
H  -1.975023  -1.181393  5.442207  0.021
H  -2.846698  -0.565614  -3.784975  0.000
C  0.787067  3.313556  -0.660274  0.000
C  3.280971  -1.837097  3.754325  0.045
H  -0.497165  2.745222  -5.671962  0.000
H  -2.429140  -0.630478  3.823155  0.003
C  -2.107919  1.231476  -3.059552  0.000
C  -0.791614  -0.918780  -3.610608  0.000
H  -2.126253  0.675553  -0.287199  0.000
C  -4.889679  -1.410987  -2.607506  0.000
H  4.626919  3.839297  -0.010624  0.000
C  -0.395957  -1.241907  3.993518  0.324
C  1.809373  -1.784055  3.637503  0.321
C  2.102052  2.715950  -0.204241  0.000
H  1.830642  1.257496  -2.530289  0.000
H  -5.404544  -2.373266  -2.481730  0.000
C  -1.616447  -0.633648  4.557905  0.047
H  -0.324445  0.996614  -5.581089  0.000
H  0.929661  -0.952629  -2.319402  0.000
H  -4.837777  -1.147300  -3.671339  0.000
H  -1.949584  -3.608966  -1.952907  0.000
H  0.113659  3.554937  0.171383  0.000
C  0.626707  -0.423685  -3.235684  0.000
H  -1.262418  -3.141759  1.277320  0.006
C  -0.586047  1.887325  -4.989331  0.000
H  1.516163  -0.708457  6.466988  0.020
H  1.310102  -0.785067  -4.022442  0.000
H  -2.993715  1.603237  -2.532409  0.000
C  1.017809  -2.563657  2.753844  0.322
C  -1.729415  1.693657  -0.205440  0.000
H  5.187952  2.883569  1.415942  0.000
H  -2.356697  -2.153791  2.269711  0.004
H  -0.817675  -1.985780  -3.333520  0.000
H  -5.442931  -0.636599  -2.059977  0.000
H  2.017999  1.620003  -0.141423  0.000
C  2.947181  1.650469  2.297358  0.002
H  -1.844956  -3.751793  2.835076  0.021
H  -3.702106  -3.872533  -2.182136  0.000
C  0.934098  -0.989508  4.425511  0.324
C  1.335004  -0.121992  5.551748  0.046
Au  -0.599175  2.093699  -2.013185  0.000

Forces on the atoms, in the same order (eV/Å):
-0.037 0.201 -0.003
-0.714 -0.069 -0.905
-0.163 -0.322 0.243
-0.146 -0.160 0.144
0.019 0.015 0.485
0.131 -0.039 -0.425
-0.191 -0.105 0.069
1.010 1.054 -2.579
-0.259 -0.059 -0.062
-0.063 -0.204 0.176
0.032 -0.177 0.057
0.198 -0.282 -0.199
-0.153 0.121 -0.118
0.225 -0.145 -0.004
-0.918 0.626 0.396
0.610 0.152 -0.249
-0.119 -0.209 0.025
-0.081 -0.223 -0.028
1.902 -1.034 -0.763
-0.089 0.025 0.116
0.136 -0.030 0.169
-2.662 -2.938 -0.466
0.172 0.280 0.203
0.209 -0.077 -0.085
-0.268 0.095 -0.348
0.986 1.318 1.003
-0.199 -0.143 0.048
-0.067 0.028 0.250
0.183 0.116 0.134
-0.089 -0.226 -0.057
0.041 0.059 0.542
-0.046 0.226 -0.013
-0.237 -0.083 -0.019
0.143 0.036 -0.150
0.704 0.421 -0.521
-1.077 -0.497 -1.064
0.365 0.185 -0.126
0.013 -0.310 0.126
0.138 0.007 0.194
-0.879 0.061 0.031
0.467 -0.573 -0.694
0.045 0.267 0.135
0.077 0.576 0.018
0.101 -0.079 0.264
-0.073 -0.043 0.174
0.119 -0.074 0.101
0.291 0.071 0.145
-0.307 -0.007 0.149
0.128 0.322 -0.041
-0.294 0.326 -0.111
0.066 0.231 0.277
0.055 0.197 -0.111
-0.184 -0.112 0.109
-0.219 -0.082 -0.300
0.292 0.181 -0.211
-0.651 -0.395 0.780
-0.113 0.046 0.229
-0.207 0.224 -0.476
-0.044 0.036 -0.256
-0.054 0.283 0.218
-0.151 -0.227 -0.318
0.001 -0.124 0.072
1.162 -0.238 -1.111
-0.003 0.212 -0.235
0.156 -0.202 -0.042
0.092 0.329 -0.254
0.011 -0.193 -0.318
0.194 0.159 -0.012
-0.083 -0.260 0.319
0.156 0.196 -0.039
0.299 0.191 -0.100
0.136 -0.041 0.145
-0.001 0.432 0.138
-0.222 0.674 5.129

Properties
* E_LUMO (alpha / beta): -2.3318 / -5.8690 eV
* gap between HOMO and LUMO (alpha / beta): 6.9011 / 3.3636 eV
* multiplicity: 3
* HOMO (alpha / beta): -9.2329 / -9.2327 eV
* charge: +1
* ⟨S²⟩: 2.0040
* energy above the lowest of the compared OMol25 structures with the same formula, charge and spin: 499.4 kJ/mol

Computed, not measured: a 7-piece molecular cluster, C25H45BCl3F4N6O5 overall in a non-equilibrium geometry, with ωB97M-V/def2-TZVPD.

Last column: Mulliken charge in e.
Positions of all 89 atoms, in Å:
H  2.552531  1.091195  -7.400932  0.204
O  5.409401  6.616655  4.135028  -0.663
H  7.532771  6.410635  2.595088  0.237
O  -4.176649  -1.545135  -4.512072  -0.363
H  0.253631  -8.143365  7.242048  0.378
H  0.883521  -3.478855  6.395468  0.468
H  -3.138189  0.151155  -3.718902  0.346
N  -0.553899  -6.551075  6.189948  0.084
H  -2.036869  -4.867235  3.627668  0.382
H  -1.283609  -7.640585  7.870068  0.362
Cl  1.164841  6.908965  -4.195312  -0.107
H  -6.081489  -0.162825  1.721178  0.338
H  -1.691479  1.024745  1.794768  0.351
H  1.996701  -1.508785  -7.400412  0.306
C  -0.746269  -7.830845  6.940998  -0.924
C  -0.778099  1.155435  2.375068  -0.920
N  -0.616479  -0.209625  2.951258  0.099
C  -5.200309  0.589425  -3.925382  -0.532
H  -0.779639  -1.179935  1.133618  0.638
H  6.349471  7.039295  1.376748  0.273
H  -1.106149  -8.685185  6.367678  0.347
C  1.888771  0.073135  -9.061362  0.665
F  1.209081  1.844425  -2.897792  -0.415
H  2.145421  -2.132715  -8.971802  0.306
C  6.628421  6.206245  2.021968  -0.787
H  -4.335559  -2.251105  -2.696152  0.194
F  2.472011  -0.071605  -2.445552  -0.422
C  -1.447769  -5.090815  4.504808  -0.626
O  1.067341  0.156105  -9.954012  -0.608
C  -0.543459  6.860855  -3.852312  0.110
C  -5.715399  0.847125  1.536528  -0.703
H  -7.736149  1.622585  -0.300762  0.353
H  0.838901  -5.650285  7.558718  0.445
N  6.913061  1.279065  -0.439922  -0.369
H  -6.328329  1.467095  2.190788  0.336
N  5.342981  4.636725  3.228958  -0.319
H  5.582041  -0.572105  0.588358  0.300
F  3.458251  1.635745  -3.473602  -0.392
C  0.307091  -4.291935  5.979498  -0.587
H  -0.902169  1.967055  3.091988  0.352
H  -0.372699  0.579565  4.898018  0.417
H  -5.365799  -0.449855  -2.112872  0.047
C  7.431791  0.443965  0.495738  0.707
O  8.595991  0.732725  0.782478  -0.663
Cl  -0.993279  7.626275  -2.324302  -0.137
B  2.484611  1.317675  -2.567312  0.636
F  2.878261  1.879455  -1.361282  -0.406
H  6.311531  -0.496115  2.084788  0.249
H  7.595021  1.942435  -0.778992  0.215
C  -1.440849  -6.278435  5.165938  -0.334
H  6.928571  -1.674885  0.795968  0.260
H  -4.750609  1.031145  2.009198  0.099
H  -6.395099  2.303525  -2.259062  0.386
H  -2.048589  -7.110765  4.843018  0.400
N  2.213031  1.149265  -8.350392  -0.367
H  -7.379379  0.870455  -2.568322  0.400
H  -6.111219  0.183005  -4.364892  0.360
C  2.413721  -1.260075  -8.376292  -1.058
C  -3.946779  -0.114215  -4.399962  -0.590
H  -3.639079  -3.507795  -3.902432  0.271
C  -3.708269  -2.475685  -3.558812  -0.617
C  6.568281  -0.675705  1.040798  -0.876
H  1.791611  2.036175  -8.586842  0.223
C  -0.537149  -4.057945  4.884078  0.861
H  -0.417419  -1.620315  5.990838  0.462
C  5.769321  5.874245  3.209208  0.638
C  -6.522009  1.249485  -2.012122  -0.786
H  -3.616429  0.140375  -5.407012  0.349
H  6.000261  1.058185  -0.811552  0.179
H  0.151351  1.289245  1.821588  0.419
C  -0.624989  -2.705155  4.195578  1.021
C  -0.963969  -2.549005  2.804228  -0.622
H  -6.958189  -0.087515  -0.439462  0.375
C  0.283221  -5.537065  6.639588  -0.264
H  -2.765719  -2.226285  -3.071482  0.291
H  6.893521  5.337365  1.419588  0.251
C  -0.803479  -1.323465  2.203778  -0.563
H  4.863111  4.142425  3.967528  0.206
Cl  -1.366119  7.636675  -5.162992  -0.124
H  3.478621  -1.290205  -8.145682  0.331
O  -5.672069  1.255305  0.183788  -0.249
C  -0.507769  -1.593145  4.914968  -0.663
C  -0.451199  -0.326815  4.316018  -0.352
H  -0.914009  5.836075  -3.827752  0.259
N  -5.400699  0.486325  -2.490292  -0.061
C  -6.872509  0.995875  -0.523202  -0.594
H  -5.196059  1.650465  -4.174942  0.351
H  5.593171  4.016015  2.472498  0.160
H  -1.301859  -3.422915  2.267098  0.365

Forces on the atoms, in the same order (eV/Å):
0.211 -0.207 -0.264
1.147 0.099 -1.278
0.524 0.644 -0.561
0.475 -0.211 -0.867
0.066 0.042 0.088
0.361 -0.204 -0.016
0.191 -0.302 0.160
-0.759 1.688 -0.192
-0.509 -0.580 0.224
-0.363 -0.017 -0.347
0.434 -0.189 0.399
0.245 -0.401 -0.412
0.353 0.708 -0.480
-0.638 0.780 0.074
1.732 0.101 0.729
0.403 -0.855 -0.825
0.234 -0.152 3.509
-0.721 -0.263 0.385
-0.483 0.032 -0.153
-0.157 -0.003 0.499
-0.474 0.675 -0.325
-1.331 -1.668 1.671
0.160 -0.379 -0.123
0.189 0.232 -0.349
1.030 -0.064 0.687
-0.686 -1.359 0.444
-0.609 -0.838 0.245
1.603 1.743 -0.171
0.741 -0.793 -0.605
-0.307 -0.417 0.040
-0.077 0.889 0.432
-0.027 -0.263 0.664
0.090 -0.551 -0.085
-1.370 -1.166 0.527
-0.691 0.397 -0.333
-0.411 -4.122 -1.132
-0.054 -0.174 -0.410
0.543 0.471 -1.376
-0.831 -0.744 -0.005
0.067 -0.565 0.336
0.039 0.065 -0.160
-0.197 -0.051 -0.272
2.007 1.600 -0.718
-0.418 -1.521 1.216
0.221 -0.032 0.171
-0.224 0.245 0.018
0.061 0.339 1.563
0.776 -0.339 0.239
-0.578 -0.020 -0.358
1.125 -0.930 0.417
0.286 0.221 0.398
0.465 -0.480 -0.448
0.084 0.073 0.232
-0.146 -0.008 0.198
0.881 1.714 1.088
-0.833 0.427 -0.140
0.058 -0.210 -0.914
-0.158 -0.138 -0.818
-0.042 -1.060 0.007
-0.585 0.308 -0.209
-0.106 2.016 1.464
-0.969 0.735 -0.410
-0.058 -0.241 -0.172
-1.027 -0.465 -0.012
0.156 0.020 0.081
-1.881 2.283 1.487
-0.714 -0.973 0.093
-0.331 0.451 0.065
0.181 0.723 -0.557
-0.423 0.517 -0.583
-1.151 -2.272 -2.159
1.001 -0.678 1.468
-1.184 -0.145 0.159
-1.410 -0.030 -1.241
0.858 0.230 -0.777
-0.369 -0.006 -0.052
-0.165 0.237 0.142
0.093 0.968 0.280
-0.743 0.492 -0.769
0.165 0.337 -0.552
-0.087 0.382 1.494
1.152 3.065 1.425
-0.976 -0.835 -1.676
0.415 0.120 0.167
1.536 0.625 0.924
2.107 -0.189 -2.029
0.311 0.093 -0.070
0.036 0.173 0.033
0.454 0.152 -0.530

Properties
* E_LUMO: -6.8607 eV
* gap between HOMO and LUMO: 3.0430 eV
* HOMO: -9.9037 eV
* charge: +1

no.,total energy (a.u.)
1,-2257.67632
2,-3488.99648